# 1
{
  "formula": "C32H45N2O2PtS3Si",
  "method": "ωB97M-V with the def2-TZVPD basis set",
  "gap_ha": [0.2678, 0.2096],
  "total_charge": 1,
  "spin_multiplicity": 5,
  "e_lumo_ev": [-3.06, -5.91],
  "de_lowest_ev": 0.000,
  "homo_ev": [-10.3431, -11.6138],
  "species": ["Pt", "C", "C", "C", "C", "C", "C", "C", "C", "C", "C", "C", "C", "C", "C", "C", "C", "C", "H", "H", "H", "H", "H", "H", "H", "H", "H", "H", "H", "H", "H", "H", "H", "H", "H", "H", "H", "H", "H", "H", "H", "H", "H", "H", "H", "H", "H", "C", "Si", "C", "C", "C", "C", "C", "C", "N", "C", "S", "H", "H", "H", "H", "H", "H", "H", "H", "H", "H", "H", "H", "O", "S", "O", "N", "C", "S", "C", "C", "C", "C", "C", "C", "H", "H", "H", "H"],
  "coordinates": [[0.72205, 0.00636, -0.44030], [1.33464, -2.13598, -0.38638], [1.63386, -1.57133, 0.92108], [0.53599, -2.00254, 1.80078], [-0.26773, -2.86318, 1.05696], [0.19804, -2.98406, -0.26505], [-0.31010, -3.93792, -1.29335], [-0.10525, -3.38372, -2.70509], [0.52072, -5.22563, -1.11233], [-1.79313, -4.25287, -1.07143], [0.16499, -1.57799, 3.20341], [1.17345, -2.05265, 4.26408], [-0.00145, -0.04396, 3.25176], [-1.17971, -2.19884, 3.62038], [3.07117, -1.21220, 1.26777], [3.19642, 0.06554, 2.10707], [3.67828, -2.42750, 1.99150], [3.90408, -0.97430, -0.00391], [2.07702, -2.28896, -1.15453], [-1.13505, -3.36331, 1.43616], [0.94515, -3.20321, -2.91241], [-0.64382, -2.44575, -2.81816], [-0.47592, -4.08805, -3.44461], [1.57178, -5.03178, -1.30880], [0.17590, -5.99180, -1.80061], [0.42638, -5.60790, -0.09798], [-2.37027, -3.33281, -1.02466], [-1.94690, -4.81071, -0.15233], [-2.16553, -4.85537, -1.89509], [2.08956, -1.47471, 4.26139], [1.40626, -3.10417, 4.11409], [0.71953, -1.94944, 5.24660], [0.66911, 0.46096, 2.55892], [0.18972, 0.33174, 4.25498], [-1.02098, 0.22217, 2.98084], [-1.10823, -3.28209, 3.68821], [-1.97953, -1.93554, 2.93139], [-1.44183, -1.82283, 4.60659], [2.72873, -0.01885, 3.07993], [2.75468, 0.90655, 1.56492], [4.25008, 0.28417, 2.26092], [3.14986, -2.66802, 2.90471], [4.71598, -2.21377, 2.23271], [3.64511, -3.30144, 1.34425], [3.42519, -0.24509, -0.66339], [4.08187, -1.89988, -0.54644], [4.87525, -0.57117, 0.27286], [-5.16166, 2.06213, -0.96358], [-4.39060, 2.04905, 0.77921], [-5.12125, 3.40877, 1.89175], [-4.57646, 0.32654, 1.56891], [-2.56944, 2.57012, 0.49645], [-2.20675, 3.91308, 0.45523], [-0.88607, 4.28944, 0.27672], [0.08459, 3.30167, 0.16842], [-0.24232, 2.02108, 0.17021], [-1.53324, 1.66070, 0.29709], [-1.75262, -0.05032, 0.13971], [-6.23202, 1.90578, -0.89729], [-4.74573, 1.27273, -1.57981], [-4.99220, 3.00866, -1.46688], [-6.06415, 3.07710, 2.30954], [-5.32577, 4.31818, 1.33541], [-4.47296, 3.65975, 2.72653], [-5.58073, 0.22057, 1.96918], [-3.88132, 0.15692, 2.38646], [-4.42887, -0.46454, 0.84101], [-2.96774, 4.67259, 0.55808], [-0.60200, 5.32801, 0.22555], [1.13547, 3.53765, 0.05092], [2.94775, 3.50960, -0.84644], [3.11864, 2.60346, -1.94392], [4.38397, 1.96952, -2.10575], [1.92952, 1.41023, -1.83890], [1.14187, 1.44256, -2.88138], [-0.06395, 0.26938, -2.98179], [1.38184, 2.50805, -3.84696], [0.65610, 2.82360, -4.98860], [1.03729, 3.94070, -5.71792], [2.12400, 4.71162, -5.32998], [2.87253, 4.37687, -4.20328], [2.47613, 3.28422, -3.47514], [-0.18098, 2.21052, -5.28951], [0.48235, 4.21695, -6.60206], [2.39242, 5.58631, -5.90313], [3.72895, 4.96462, -3.91146]],
  "forces_ev_per_a": [[-0.92, 0.81, -0.24], [0.53, 0.51, 0.24], [0.40, -0.85, -1.06], [-0.91, -0.74, -0.02], [0.48, 0.31, 0.42], [-0.25, -0.01, 0.18], [0.03, -0.23, -0.14], [-0.07, -0.02, 0.24], [-0.09, 0.11, -0.02], [0.28, 0.08, -0.02], [-0.13, 0.12, 0.26], [-0.07, 0.08, -0.14], [0.08, -0.15, -0.07], [0.22, 0.08, -0.07], [0.23, 0.33, -0.10], [-0.06, -0.18, -0.08], [-0.20, 0.11, -0.05], [-0.18, 0.06, 0.05], [0.04, 0.09, 0.01], [-0.26, -0.06, 0.06], [0.15, 0.07, -0.07], [-0.06, 0.06, -0.11], [-0.05, -0.10, -0.07], [0.16, -0.02, -0.04], [-0.05, -0.11, -0.14], [-0.02, -0.05, 0.08], [-0.19, 0.10, -0.02], [-0.06, -0.06, 0.13], [-0.07, -0.08, -0.08], [0.15, -0.01, 0.02], [0.07, -0.10, 0.05], [-0.01, 0.06, 0.12], [0.04, 0.10, 0.06], [-0.02, 0.06, 0.09], [-0.14, 0.10, -0.05], [-0.05, -0.12, 0.01], [-0.11, 0.02, -0.08], [-0.07, 0.04, 0.08], [-0.09, 0.07, 0.09], [0.03, 0.11, 0.08], [0.09, 0.06, 0.02], [0.03, -0.03, 0.11], [0.15, 0.01, 0.03], [0.04, -0.10, -0.07], [0.20, -0.15, 0.00], [-0.03, -0.03, -0.12], [0.07, 0.01, 0.04], [0.27, 0.03, 0.84], [-0.57, 0.08, -0.21], [0.27, -0.53, -0.43], [0.10, 0.60, -0.25], [-0.43, -0.47, 0.18], [0.18, 0.26, -0.03], [-0.42, 0.01, 0.11], [0.27, -0.18, -0.01], [0.35, -0.15, -0.37], [-0.11, -0.20, 0.11], [0.47, 0.01, -0.07], [-0.28, -0.05, 0.00], [0.13, -0.19, -0.11], [0.04, 0.19, -0.05], [-0.26, -0.12, 0.07], [0.01, 0.16, -0.14], [0.16, -0.01, 0.10], [-0.21, 0.09, 0.07], [0.13, 0.04, 0.17], [-0.03, -0.05, -0.11], [-0.06, 0.11, 0.05], [0.05, 0.10, 0.03], [-0.09, -0.01, 0.01], [0.00, 0.24, -0.07], [-0.11, -0.21, -0.06], [0.13, 0.01, -0.21], [0.44, 0.40, -0.36], [0.17, -0.38, 0.38], [-0.20, -0.39, 0.62], [0.20, 0.62, -0.51], [0.17, -0.13, 0.27], [-0.04, 0.00, -0.07], [0.07, -0.09, 0.14], [0.17, 0.23, -0.01], [-0.27, -0.51, 0.35], [-0.08, 0.00, -0.02], [-0.04, 0.00, -0.05], [0.05, 0.02, -0.06], [0.06, 0.08, 0.04]]
}

=====

# 2
{
  "formula": "C32H45N5O4PtSi",
  "method": "ωB97M-V with the def2-TZVPD basis set",
  "gap_ha": [0.2397, 0.2406],
  "e_lumo_ev": [-0.44, -0.41],
  "homo_ev": [-6.9579, -6.9538],
  "species": ["Pt", "C", "C", "C", "C", "C", "N", "C", "C", "C", "C", "C", "C", "C", "N", "C", "C", "C", "N", "C", "C", "N", "C", "C", "C", "N", "H", "H", "H", "H", "H", "H", "H", "H", "H", "H", "H", "H", "H", "H", "H", "H", "H", "H", "C", "C", "C", "C", "O", "Si", "O", "O", "C", "C", "C", "C", "O", "C", "C", "C", "C", "H", "H", "H", "H", "H", "H", "H", "H", "H", "H", "H", "H", "H", "H", "H", "H", "H", "H", "H", "H", "H", "H", "H", "H", "H", "H", "H"],
  "coordinates": [[-0.16188, -2.10600, -0.42370], [-4.27851, 0.99679, 4.07763], [-3.24617, 0.09964, 3.44891], [-1.96730, -0.03989, 3.97977], [-1.03224, -0.84671, 3.37097], [-1.31332, -1.61822, 2.22540], [-0.36898, -2.47281, 1.68731], [0.62902, -3.01174, 2.47247], [0.30830, -3.52106, 3.74745], [1.22643, -4.13821, 4.56528], [2.54151, -4.32489, 4.14796], [3.55873, -5.02694, 5.00695], [2.87073, -3.86536, 2.88786], [1.96526, -3.19032, 2.06647], [2.48771, -2.70944, 0.83074], [3.77767, -2.38853, 0.60632], [3.95814, -2.26281, -0.75204], [2.70088, -2.50204, -1.30131], [1.81967, -2.77127, -0.33965], [-2.59790, -1.43646, 1.67474], [-3.51801, -0.58383, 2.27832], [-3.02421, -2.08662, 0.48496], [-4.27685, -2.51297, 0.21476], [-4.30042, -2.94386, -1.09234], [-2.99859, -2.74476, -1.55833], [-2.24801, -2.23106, -0.59591], [-4.03224, 1.20437, 5.11796], [-5.26825, 0.54103, 4.03922], [-4.33099, 1.95136, 3.54881], [-1.69558, 0.50843, 4.87437], [-0.03325, -0.89832, 3.77967], [-0.71669, -3.42669, 4.07757], [0.91328, -4.50195, 5.53694], [3.18095, -5.16564, 6.01882], [4.48643, -4.45627, 5.06605], [3.80050, -6.01057, 4.59872], [3.87354, -4.04357, 2.51916], [4.47750, -2.25572, 1.41126], [4.86868, -2.01469, -1.26658], [2.39143, -2.50530, -2.33279], [-4.47948, -0.43328, 1.80159], [-5.05828, -2.49996, 0.95234], [-5.13566, -3.34973, -1.63374], [-2.58086, -2.94620, -2.53001], [2.36710, 0.38069, -4.78121], [2.18341, 1.36929, -3.62966], [3.33258, 1.23998, -2.63004], [2.11832, 2.79887, -4.16574], [0.93411, 1.02932, -3.03637], [0.22393, 1.34554, -1.58134], [-0.21951, 0.03234, -0.81661], [-1.08708, 2.31054, -1.87961], [-2.22111, 2.10969, -2.71485], [-3.18103, 3.25570, -2.40316], [-2.89085, 0.76621, -2.40817], [-1.81740, 2.15611, -4.19164], [1.24679, 2.29771, -0.71715], [0.99698, 3.28953, 0.27532], [0.72529, 4.62326, -0.42428], [2.26340, 3.36472, 1.12613], [-0.18886, 2.90634, 1.16536], [3.30189, 0.55884, -5.31497], [1.53680, 0.47640, -5.48240], [2.35999, -0.63693, -4.38602], [4.30050, 1.25236, -3.13559], [3.21189, 0.30817, -2.08672], [3.28602, 2.04959, -1.90664], [3.06899, 3.08391, -4.62086], [1.89678, 3.48185, -3.34444], [1.33271, 2.88823, -4.91808], [-3.47653, 3.21971, -1.35322], [-4.07615, 3.18828, -3.02405], [-2.69207, 4.21276, -2.59142], [-3.24145, 0.74887, -1.37434], [-2.16120, -0.03534, -2.52582], [-3.73396, 0.59937, -3.08112], [-1.34617, 3.11423, -4.41949], [-2.69146, 2.02843, -4.83249], [-1.09857, 1.36409, -4.39367], [1.59787, 4.92765, -1.00611], [0.48728, 5.40890, 0.29485], [-0.11695, 4.48815, -1.10265], [3.13168, 3.56595, 0.49622], [2.41630, 2.40655, 1.62593], [2.17684, 4.15062, 1.87808], [-1.09654, 2.85651, 0.56550], [-0.31718, 3.63999, 1.96231], [-0.01609, 1.91908, 1.59988]],
  "forces_ev_per_a": [[-0.65, -0.50, 0.97], [0.08, 0.02, -0.13], [-0.03, -0.03, 0.05], [-0.06, -0.01, -0.06], [0.05, -0.05, -0.12], [-0.05, 0.03, 0.23], [0.03, -0.11, -1.22], [-0.05, -0.22, 0.04], [-0.02, -0.06, -0.05], [0.00, 0.07, -0.02], [0.04, 0.02, 0.00], [-0.03, -0.02, -0.09], [0.08, 0.01, -0.02], [-0.29, -0.08, 0.36], [0.35, 0.19, 0.05], [-0.09, -0.02, -0.07], [-0.02, -0.04, -0.14], [0.27, -0.07, 0.06], [-0.50, 0.92, -0.13], [0.27, 0.31, 0.35], [-0.04, 0.04, -0.09], [-0.36, -0.21, 0.10], [0.00, -0.13, -0.24], [0.02, 0.05, 0.04], [0.01, -0.04, -0.05], [0.89, 0.54, 0.23], [-0.03, 0.00, 0.01], [-0.01, 0.03, 0.04], [-0.03, 0.01, 0.04], [0.02, 0.01, -0.01], [0.02, -0.05, 0.05], [-0.03, 0.03, 0.00], [-0.01, 0.00, 0.00], [0.01, -0.01, 0.01], [0.01, -0.01, 0.02], [0.02, -0.01, 0.04], [-0.01, 0.00, -0.02], [-0.05, -0.09, 0.06], [-0.01, 0.02, -0.01], [-0.10, 0.18, 0.02], [0.00, -0.04, -0.04], [0.08, 0.05, 0.11], [-0.01, 0.00, 0.01], [0.07, 0.01, 0.03], [-0.10, 0.07, 0.13], [0.05, 0.09, -0.25], [-0.21, 0.09, -0.05], [-0.09, -0.09, 0.04], [0.29, -0.14, 0.16], [-0.28, -0.03, -0.04], [0.19, -0.64, -0.41], [-0.07, 0.17, -0.17], [-0.24, -0.02, -0.06], [0.07, -0.08, 0.01], [0.21, 0.15, 0.04], [0.11, 0.02, 0.23], [0.07, 0.07, -0.05], [-0.02, 0.18, 0.24], [0.02, -0.23, -0.05], [-0.08, -0.07, -0.12], [0.14, -0.18, -0.25], [0.01, -0.01, 0.02], [0.00, -0.01, -0.01], [0.06, -0.02, -0.04], [-0.04, -0.01, -0.02], [0.13, -0.23, 0.11], [0.08, 0.01, 0.05], [0.01, 0.01, 0.02], [0.01, 0.05, -0.01], [-0.01, 0.00, 0.03], [0.00, 0.01, 0.00], [-0.01, 0.01, 0.00], [-0.01, 0.00, -0.01], [0.01, -0.04, 0.02], [-0.07, -0.05, -0.03], [-0.02, -0.01, 0.01], [0.00, -0.01, -0.01], [-0.01, 0.01, 0.01], [0.01, -0.02, -0.10], [0.00, 0.01, 0.01], [0.02, -0.01, 0.02], [-0.02, 0.09, -0.01], [-0.01, 0.04, 0.00], [0.03, 0.02, 0.03], [0.02, 0.00, 0.01], [-0.09, 0.03, 0.04], [-0.01, 0.00, 0.01], [-0.03, 0.02, 0.05]]
}